Record 1
63
Properties=species:S:1:pos:R:3 method="wB97M-V/def2-TZVPD" energy_ha=-8294.01682 total_charge=-2 s_squared=15.7904 multiplicity=8
C 0.509 -1.612 -2.855
O 3.524 -2.999 1.415
C 1.222 -2.590 -3.565
O 4.559 -0.773 1.813
H 2.249 2.941 1.824
O 0.280 1.063 2.347
H -1.345 5.251 2.052
C -2.108 -1.716 0.615
H 0.355 4.323 -1.759
C 0.750 -2.734 -0.918
C -0.574 4.769 1.462
C -1.582 1.522 -1.051
C 1.424 3.437 1.333
C -0.596 4.876 0.076
C 1.449 -3.821 -1.558
H 1.401 -2.438 -4.622
O -0.432 0.450 4.381
O 4.598 0.479 -1.848
Eu 0.809 0.342 0.248
O 2.083 0.490 -1.625
H 2.262 -4.477 -3.448
C -2.497 1.180 -3.570
C 1.707 -3.708 -2.927
N 0.272 -1.641 -1.558
C -1.140 1.247 -3.260
O -3.792 -3.252 4.777
Se 1.230 -4.424 0.825
O 3.488 -1.268 -0.439
P 3.316 -1.551 1.193
C 0.375 4.246 -0.679
H -4.518 1.212 -2.782
C -3.458 1.268 -2.568
H -2.171 -1.695 -0.469
O 2.019 -0.888 1.566
N 0.544 -2.907 0.393
O 3.448 1.139 0.368
H -0.398 1.202 -4.054
C 1.387 3.518 -0.055
C -2.756 -2.607 2.736
P 3.351 0.295 -0.866
C -3.623 -3.610 3.599
C -2.862 -2.611 1.351
N -0.663 1.382 -2.017
N -1.181 1.766 0.194
Se -2.620 1.925 1.209
N -3.749 1.665 -0.151
O -3.988 -4.625 2.973
H 0.442 3.959 3.165
C -3.014 1.473 -1.250
C -1.203 -0.804 2.510
H 2.191 3.102 -0.648
H 4.366 0.181 1.693
H -1.824 -1.599 4.396
C 0.428 4.049 2.087
C -0.365 0.320 3.166
H -3.521 -3.321 0.871
H -2.794 1.061 -4.606
N -1.279 -0.831 1.171
H 0.108 -0.758 -3.380
H 5.431 0.225 -1.431
C -1.910 -1.679 3.324
N 1.769 -4.857 -0.759
H -1.383 5.437 -0.413


Record 2
16
Properties=species:S:1:pos:R:3 method="wB97M-V/def2-TZVPD" energy_ha=-358.12833 total_charge=+2 s_squared=0.7618 multiplicity=2
C -1.241 0.398 -0.561
N -2.425 0.791 -0.976
H -3.211 0.148 -1.077
H -2.650 1.778 -0.940
N -0.196 1.298 -0.555
H 0.760 0.948 -0.285
H -0.337 2.310 -0.636
H 2.761 1.029 1.051
N -0.965 -0.810 -0.113
H 1.918 -2.867 0.921
O 1.724 -2.039 0.461
H -0.057 -1.172 0.247
O 1.788 1.048 1.118
H -1.621 -1.567 -0.293
H 2.176 -2.131 -0.398
H 1.574 0.836 2.036


Record 3
178
Properties=species:S:1:pos:R:3 method="wB97M-V/def2-TZVPD" smiles="O=S1(=O)CCCC1.O=S1(=O)CCCC1.O=S1(=O)CCCC1.O=S1(=O)CCCC1.O=S1(=O)CCCC1.O=S1(=O)CCCC1.O=S1(=O)CCCC1.O=S1(=O)CCCC1.COC[C@H](C)N.COC[C@H](C)N.CC(C)O.CC(C)O" energy_ha=-6613.56478 total_charge=0
C -13.574 18.990 -17.868
H -14.576 11.000 -18.111
H -11.364 14.869 -13.969
H -14.045 15.756 -17.380
H -6.189 16.564 -23.190
C -3.628 18.684 -15.155
H -9.269 14.565 -15.363
H -6.209 9.892 -20.773
H -4.858 19.212 -23.778
C -6.891 13.486 -24.417
H -8.103 14.973 -23.464
C -13.057 12.106 -19.142
H -13.725 13.276 -17.564
C -13.511 13.461 -18.620
C -11.076 13.964 -13.423
H -9.761 22.702 -19.977
O -15.031 14.494 -20.639
H -13.564 19.491 -18.840
C -11.222 21.001 -20.070
N -9.860 14.807 -18.362
N -1.329 17.936 -15.501
H -7.743 12.864 -24.697
H -7.420 17.799 -11.161
H -3.587 17.328 -24.223
C -7.635 19.935 -16.990
H -15.565 18.111 -17.905
C -3.059 17.216 -17.192
H -3.439 20.178 -24.151
C -9.834 12.540 -15.301
H -9.189 13.396 -12.463
H -12.892 14.020 -23.062
C -9.069 13.717 -14.708
H -1.682 16.929 -22.406
O -2.951 21.197 -21.686
C -13.488 16.820 -22.260
H -8.655 15.340 -20.650
H -10.004 12.631 -16.372
H -9.170 21.159 -20.559
S -8.238 10.214 -17.798
H -6.029 12.341 -19.737
C -7.445 9.267 -19.128
H -3.373 16.736 -22.052
O -7.200 18.738 -13.767
C -7.317 14.947 -24.221
H -9.295 15.031 -13.025
H -8.187 9.247 -19.930
C -14.233 16.244 -23.431
H -13.710 15.020 -25.239
H -8.505 17.132 -13.919
H -2.258 16.560 -17.582
H -2.073 18.261 -24.252
H -12.723 12.115 -20.187
H -4.125 15.849 -19.177
C -9.054 16.019 -18.578
O -3.865 14.240 -23.254
C -2.998 18.083 -23.706
H -7.604 18.690 -21.068
H -13.123 21.486 -20.004
S -5.186 14.462 -22.685
H -2.589 18.363 -20.280
H -11.737 13.988 -12.557
H -0.687 17.175 -15.680
H -12.094 20.370 -21.941
C -6.053 15.661 -23.785
H -11.745 17.949 -18.336
H -5.371 10.074 -19.250
O -4.921 22.371 -15.925
O -11.555 16.226 -16.250
S -15.154 13.723 -19.412
C -10.035 21.829 -20.568
H -7.228 20.721 -18.929
O -12.286 21.924 -19.821
S -11.455 12.537 -14.504
H -7.250 8.248 -18.810
H -1.214 18.175 -14.526
H -7.609 15.397 -17.105
S -5.899 22.050 -16.940
H -9.748 16.842 -18.783
H -11.409 14.433 -24.000
H -11.434 19.250 -17.184
H -12.359 19.208 -20.627
C -8.203 17.571 -11.888
H -10.790 19.349 -21.353
H -12.841 14.315 -18.664
H -8.468 12.468 -18.476
H -4.881 19.947 -17.242
H -6.244 16.414 -14.528
C -7.345 21.226 -16.204
H -13.851 16.427 -21.307
H -6.648 19.078 -18.904
H -10.243 22.228 -21.565
H -8.594 17.453 -21.789
H -1.497 19.080 -21.517
C -11.656 19.938 -21.038
H -12.236 11.673 -18.575
H -14.845 16.639 -16.093
H -6.876 15.476 -13.124
H -5.647 16.762 -12.954
H -14.987 15.490 -23.192
H -6.168 13.359 -25.226
H -7.013 13.221 -22.285
H -7.552 11.732 -20.486
O -4.286 16.579 -17.233
H -5.699 15.781 -18.405
O -16.081 14.210 -18.393
H -7.455 19.043 -16.394
O -4.891 19.716 -21.137
H -8.952 18.363 -11.799
H -14.387 17.346 -18.978
S -11.846 15.988 -22.244
O -12.476 12.803 -15.491
C -6.286 13.076 -23.090
C -2.467 18.617 -21.328
O -11.624 15.336 -20.970
C -12.181 18.539 -17.523
H -10.392 14.626 -19.207
C -2.744 17.609 -15.765
C -6.554 16.452 -13.481
C -3.808 19.358 -23.536
H -8.712 16.650 -11.594
H -8.695 19.925 -17.265
H -3.464 19.685 -15.563
H -8.177 21.897 -16.015
C -15.482 11.924 -19.751
H -7.995 13.531 -14.709
H -5.767 12.128 -22.989
S -12.540 17.284 -16.219
H -2.975 18.110 -17.838
O -7.404 16.888 -20.187
S -3.626 19.932 -21.815
H -8.849 16.515 -16.444
H -4.966 17.370 -19.025
C -4.824 16.403 -18.536
C -7.661 17.467 -13.294
O -5.388 14.910 -21.326
H -9.381 11.581 -15.059
O -7.635 9.872 -16.524
C -5.449 20.590 -17.915
C -6.807 19.949 -18.272
C -14.535 17.777 -17.986
C -2.623 17.473 -22.337
C -8.242 17.839 -20.828
C -13.269 15.605 -24.435
H -14.059 10.255 -19.632
C -8.230 16.269 -17.307
H -3.453 18.797 -14.082
H -6.979 20.863 -15.241
H -13.318 17.890 -22.209
O -6.324 23.067 -17.880
H -14.065 19.693 -17.194
H -4.687 18.437 -15.257
H -12.800 16.447 -24.958
O -10.824 16.913 -22.749
H -2.863 16.715 -15.133
H -16.495 11.683 -19.450
O -11.526 11.322 -13.719
H -7.896 19.355 -13.512
H -15.443 11.968 -20.844
H -10.532 14.975 -17.625
C -14.161 16.738 -16.933
H -7.444 14.966 -19.495
C -12.329 14.813 -23.559
O -9.677 10.054 -17.969
H -10.808 20.540 -19.158
C -9.566 14.005 -13.283
H -5.374 15.809 -24.623
C -6.858 11.641 -19.651
H -7.605 17.149 -17.477
C -8.150 15.757 -19.766
H -4.984 20.854 -18.860
H -14.811 17.016 -23.946
C -6.346 10.167 -19.728
C -7.585 11.839 -18.337
H -7.035 12.229 -17.483
O -12.798 18.102 -15.054
H -9.096 18.113 -20.208
C -14.307 11.200 -19.153
H -7.674 15.382 -25.154


Record 4
14
Properties=species:S:1:pos:R:3 method="wB97M-V/def2-TZVPD" smiles="S=CNC1COC1" energy_ha=-684.74124 total_charge=0
C -0.383 -0.417 0.607
H -0.088 -0.400 -2.723
H 0.620 1.276 1.745
C -0.192 0.030 -1.743
H 1.685 0.300 0.754
C -0.156 -1.560 1.616
C 0.752 0.282 1.310
H 0.266 -2.503 1.295
H 0.011 -1.824 -0.951
N -0.146 -0.873 -0.755
O 0.845 -0.744 2.310
S -0.378 1.678 -1.696
H -1.336 0.122 0.761
H -0.979 -1.763 2.309


Record 5
27
Properties=species:S:1:pos:R:3 method="wB97M-V/def2-TZVPD" smiles=Cc1c[nH]cn1.Cc1ccccc1 energy_ha=-537.05430 total_charge=0
C 0.134 1.034 2.363
C -0.431 2.859 0.845
C -0.664 0.174 1.629
N 1.020 -1.640 -0.595
H 0.663 0.720 3.250
H -1.666 -0.164 -0.197
H -0.017 -3.808 -2.195
H -1.355 2.055 -1.017
H 1.999 -0.037 0.344
C -0.778 -1.263 2.126
H 1.184 1.284 -1.819
H -1.146 -2.774 -2.996
N 1.205 0.291 -1.638
H -1.754 -1.355 2.601
C -1.283 0.602 0.465
H 0.184 -0.293 -3.467
H -0.522 3.906 0.603
H 0.774 3.100 2.550
H -1.249 -3.043 -1.250
H -0.588 -1.975 1.325
C -1.048 1.911 0.013
H 0.015 -1.475 2.846
C 0.387 -1.748 -1.811
C 0.485 -0.552 -2.467
C -0.563 -2.867 -2.081
C 0.233 2.368 1.956
C 1.499 -0.433 -0.519


Record 6
10
Properties=species:S:1:pos:R:3 method="wB97M-V/def2-TZVPD" energy_ha=-532.26148 total_charge=+1
C 0.395 0.310 -0.251
H 1.603 2.082 -0.018
H 0.829 -2.358 1.212
H -0.752 0.038 -1.970
H -1.019 -1.153 -0.935
C 0.673 1.569 0.103
H -1.379 0.373 -0.517
H 0.599 -1.862 1.808
S -0.185 1.266 1.569
N -0.765 -0.265 -1.001